[1]
Entry from the OMol25 dataset: a 2-piece molecular cluster, C6H18N2O overall at a distorted geometry (ωB97M-V/def2-TZVPD).

Computed properties:
E_HOMO	-0.2839	Eh
SMILES	CC(C)(C)NO.CNC
ΔE to the lowest compared entry with this formula, charge and spin	274.9	kJ/mol
net charge	0
molecular weight	134.22	g/mol
F_max	3.486	eV/A

Each atom is followed by the atoms it is bonded to, with distances in Å.
Cartesian coordinates (Å):
1 C -1.009 -1.295 -0.289  C4 1.542, C5 1.536, C6 1.532, N23 1.454
2 C 2.543 2.081 -0.149  N7 1.461, H9 1.091, H10 1.088, H11 1.097
3 C 0.742 2.710 1.381  N7 1.458, H8 1.091, H12 1.089, H13 1.097
4 C -0.610 -2.702 0.197  C1 1.542, H14 1.092, H15 1.090, H16 1.091
5 C -1.786 -1.405 -1.609  C1 1.536, H17 1.090, H18 1.089, H19 1.089
6 C -1.874 -0.616 0.777  C1 1.532, H20 1.089, H21 1.089, H22 1.090
7 N 1.227 1.753 0.393  C2 1.461, C3 1.458, H26 1.041
8 H 1.438 2.759 2.220  C3 1.091
9 H 3.283 2.083 0.654  C2 1.091
10 H 2.796 1.327 -0.892  C2 1.088
11 H 2.546 3.065 -0.631  C2 1.097
12 H -0.235 2.388 1.737  C3 1.089
13 H 0.650 3.719 0.962  C3 1.097
14 H 0.010 -2.635 1.093  C4 1.092
15 H -1.495 -3.293 0.435  C4 1.090
16 H -0.065 -3.244 -0.577  C4 1.091
17 H -2.647 -2.066 -1.507  C5 1.090
18 H -1.133 -1.788 -2.391  C5 1.089
19 H -2.132 -0.418 -1.914  C5 1.089
20 H -2.801 -1.169 0.924  C6 1.089
21 H -2.121 0.399 0.467  C6 1.089
22 H -1.344 -0.570 1.728  C6 1.090
23 N 0.130 -0.411 -0.482  C1 1.454, O24 1.448, H27 1.253
24 O 1.095 -0.936 -1.425  N23 1.448, H25 0.969
25 H 1.495 -1.729 -1.039  O24 0.969
26 H 0.543 1.676 -0.388  N7 1.041
27 H 0.757 0.318 0.321  N23 1.253



[2]
Entry from the OMol25 dataset: a 2-piece molecular cluster, C6H18N2O overall at a distorted geometry (ωB97M-V/def2-TZVPD).

Computed properties:
E_HOMO	-0.2984	Eh
SMILES	CN[C@H](CN)C(C)C.O
ΔE to the lowest compared entry with this formula, charge and spin	394.7	kJ/mol
net charge	0
molecular weight	134.22	g/mol
F_max	5.981	eV/A

Each atom is followed by the atoms it is bonded to, with distances in Å.
Cartesian coordinates (Å):
1 C -1.919 -0.627 -1.957  N2 1.484, H9 1.128, H10 1.137, H11 1.129
2 N -0.504 -1.074 -2.002  C1 1.484, C3 1.415, H12 1.013
3 C 0.349 -1.117 -0.874  N2 1.415, C4 1.670, C7 1.605, H13 1.127
4 C 1.144 0.344 -0.731  C3 1.670, C5 1.492, C6 1.473, H14 1.106
5 C 2.319 0.223 0.179  C4 1.492, H15 1.135, H16 1.022, H17 1.165
6 C 0.023 1.157 -0.229  C4 1.473, H18 1.188, H19 1.074, H20 1.085
7 C -0.073 -1.667 0.574  C3 1.605, N8 1.565, H21 1.080, H22 1.191
8 N -0.570 -0.636 1.641  C7 1.565, H23 0.968, H24 0.923
9 H -2.325 -0.649 -0.905  C1 1.128
10 H -2.446 -1.502 -2.458  C1 1.137
11 H -2.199 0.201 -2.672  C1 1.129
12 H -0.192 -0.621 -2.852  N2 1.013
13 H 1.138 -1.853 -1.199  C3 1.127
14 H 1.558 0.807 -1.647  C4 1.106
15 H 2.364 -0.704 0.833  C5 1.135
16 H 3.267 0.254 -0.202  C5 1.022
17 H 2.249 1.153 0.877  C5 1.165
18 H -0.003 2.230 -0.739  C6 1.188
19 H -0.080 1.293 0.832  C6 1.074
20 H -0.981 1.076 -0.634  C6 1.085
21 H -0.870 -2.394 0.613  C7 1.080
22 H 0.743 -2.313 1.153  C7 1.191
23 H -1.109 -1.005 2.356  N8 0.968
24 H -1.173 -0.053 1.253  N8 0.923
25 H -0.241 1.804 2.807  O27 0.899
26 H -0.249 2.872 1.739  O27 0.986
27 O -0.373 2.687 2.700  H25 0.899, H26 0.986



| no. | calculated total energy (Ha) |
| --- | --- |
| 1 | -424.04516 |
| 2 | -423.99952 |